[1]
C5H8N2 in the gas phase. Source: the OMol25 dataset; level of theory: wB97M-V/def2-TZVPD.

For the gap between HOMO and LUMO, the calculation gives 9.904 eV. The calculation puts the energy above the lowest of the compared OMol25 structures with the same formula, charge and spin at 69.2 kJ/mol. For the LUMO energy, the calculation gives 0.0371 Ha. The value obtained for the total energy is -8294.279 eV. Its SMILES is Cc1cnn(C)c1. The maximum force comes out at 0.008 hartree/bohr.

```
15
Properties=species:S:1:pos:R:3:forces:R:3:mulliken_charge:R:1
C -1.648474 -0.274765 -1.798417 -0.106 -0.048 0.016 -1.141
C -0.696272 -0.404818 -0.647408 -0.026 0.005 0.122 0.531
C 0.030785 -1.525176 -0.171349 -0.111 -0.057 -0.031 -0.425
N 0.852293 -1.204547 0.818469 -0.031 0.081 -0.214 -0.883
N 0.640628 0.105244 1.033472 0.184 0.067 -0.299 0.585
C 1.667286 0.920065 1.659181 -0.187 0.115 0.323 -0.825
C -0.288059 0.607778 0.182544 0.163 0.143 -0.090 -0.512
H -1.499923 -1.062216 -2.544399 -0.012 0.077 0.192 0.320
H -1.506431 0.685868 -2.308252 -0.043 -0.189 0.116 0.303
H -2.685962 -0.318921 -1.455681 0.031 -0.040 -0.124 0.248
H -0.034949 -2.555018 -0.505254 0.081 0.195 0.015 0.447
H 2.061507 1.637098 0.937012 0.126 -0.177 -0.034 0.326
H 2.469126 0.274285 2.021334 -0.251 0.087 -0.036 0.315
H 1.234736 1.499528 2.475572 0.093 -0.119 0.141 0.283
H -0.561630 1.655042 0.220275 0.091 -0.140 -0.096 0.428
```
Positions in Å, forces in eV/Å.



[2]
C5H8N2 in the gas phase in a non-equilibrium geometry. Source: the OMol25 dataset; level of theory: wB97M-V/def2-TZVPD.

For the gap between HOMO and LUMO, the calculation gives 8.883 eV. The calculation puts the energy above the lowest of the compared OMol25 structures with the same formula, charge and spin at 274.6 kJ/mol. For the LUMO energy, the calculation gives 0.0325 Ha. The value obtained for the total energy is -8292.150 eV. Its SMILES is Cn1ccc(N)c1. The maximum force comes out at 0.048 hartree/bohr.

```
15
Properties=species:S:1:pos:R:3:forces:R:3:mulliken_charge:R:1
C 2.313157 0.260700 0.045355 0.200 0.012 -0.095 -0.884
N 0.910513 -0.073172 -0.059401 -0.044 -0.193 -0.106 0.194
C 0.390914 -1.304335 0.090834 0.213 0.342 0.294 -0.296
C -1.018061 -1.234054 0.077476 -0.006 0.865 0.527 -0.711
C -1.276272 0.164612 -0.165493 0.281 0.544 -0.570 0.454
N -2.587809 0.678663 -0.291104 0.059 0.014 -0.123 -0.669
C -0.105174 0.861597 -0.155374 -0.002 0.221 -0.384 -0.535
H 2.899962 -0.494686 -0.477799 0.048 0.113 0.049 0.328
H 2.487134 1.237175 -0.408635 0.044 -0.143 0.015 0.308
H 2.618917 0.294501 1.097236 -0.035 0.009 -0.192 0.301
H 1.067348 -2.154982 0.151878 -0.260 0.211 0.318 0.392
H -1.449073 -0.978007 1.080988 -0.580 -2.362 0.297 0.145
H -3.248265 -0.096008 -0.231150 0.208 0.133 0.026 0.329
H -2.667033 1.031643 -1.238722 -0.218 0.229 0.151 0.270
H 0.096431 1.919351 -0.145635 0.094 0.005 -0.207 0.373
```
Positions in Å, forces in eV/Å.



[3]
C5H8N2 in the gas phase. Source: the OMol25 dataset; level of theory: wB97M-V/def2-TZVPD.

For the gap between HOMO and LUMO, the calculation gives 8.922 eV. The calculation puts the energy above the lowest of the compared OMol25 structures with the same formula, charge and spin at 16.2 kJ/mol. For the LUMO energy, the calculation gives 0.0382 Ha. The value obtained for the total energy is -8294.829 eV. Its SMILES is Cc1c[nH]c(N)c1. The maximum force comes out at 0.006 hartree/bohr.

```
15
Properties=species:S:1:pos:R:3:forces:R:3:mulliken_charge:R:1
C 0.349833 -2.311492 -0.416063 0.007 -0.090 -0.054 -1.130
C -0.047343 -0.898302 -0.122618 -0.139 0.002 0.036 0.839
C -1.205674 -0.496274 0.490785 0.028 -0.135 -0.035 -0.834
N -1.174822 0.869710 0.641651 0.131 0.160 -0.007 0.033
C 0.004794 1.353659 0.122621 -0.009 -0.258 -0.025 0.064
N 0.419260 2.706420 0.254880 0.015 -0.014 -0.107 -0.605
C 0.701509 0.284812 -0.378119 0.075 0.015 -0.036 -0.717
H 0.298439 -2.535975 -1.486730 0.025 0.001 0.106 0.247
H 1.375070 -2.510660 -0.083865 -0.150 0.036 -0.062 0.293
H -0.307715 -3.012450 0.108452 0.081 0.086 -0.114 0.309
H -2.048248 -1.090124 0.820751 0.117 0.169 0.005 0.375
H -1.905565 1.404060 1.084027 0.297 0.113 -0.070 0.201
H 1.395240 2.700099 0.542101 -0.256 0.124 0.074 0.288
H 0.399987 3.193730 -0.636944 -0.191 -0.054 0.118 0.270
H 1.648110 0.380569 -0.895466 -0.031 -0.155 0.172 0.368
```
Positions in Å, forces in eV/Å.



[4]
C5H8N2 in the gas phase. Source: the OMol25 dataset; level of theory: wB97M-V/def2-TZVPD.

For the gap between HOMO and LUMO, the calculation gives 8.685 eV. The calculation puts the energy above the lowest of the compared OMol25 structures with the same formula, charge and spin at 404.4 kJ/mol. For the LUMO energy, the calculation gives 0.0327 Ha. The value obtained for the total energy is -8290.805 eV. The maximum force comes out at 0.017 hartree/bohr.

```
15
Properties=species:S:1:pos:R:3:forces:R:3:mulliken_charge:R:1
C 2.901943 -0.300741 0.100122 0.263 -0.008 0.004 -0.681
N 1.464655 -0.249332 0.070044 -0.045 0.428 -0.105 -0.360
C 0.913757 0.865450 -0.214166 0.235 -0.023 0.013 0.165
C -0.528710 0.974994 -0.265066 0.134 0.056 -0.023 -0.933
C -1.063060 -0.221673 -0.000004 0.291 -0.547 0.108 0.753
C -2.874556 -0.639695 0.170620 -0.733 -0.205 0.079 -0.770
N -1.422833 -1.352829 0.267940 -0.103 0.852 -0.215 -0.459
H 3.370569 0.663410 -0.156890 -0.008 -0.117 0.039 0.292
H 3.259392 -1.061679 -0.603494 -0.022 0.104 0.110 0.222
H 3.239394 -0.599318 1.099584 -0.010 0.034 -0.146 0.220
H 1.486109 1.773489 -0.441935 0.072 -0.039 0.035 0.286
H -1.102024 1.859071 -0.496578 0.077 -0.152 -0.008 0.360
H -3.127683 -0.160279 -0.784715 0.210 -0.186 0.168 0.277
H -3.110343 0.022274 1.008165 0.144 -0.217 -0.070 0.292
H -3.406605 -1.573149 0.246374 -0.504 0.020 0.010 0.338
```
Positions in Å, forces in eV/Å.



[5]
C5H8N2 in the gas phase in a non-equilibrium geometry. Source: the OMol25 dataset; level of theory: wB97M-V/def2-TZVPD.

For the gap between HOMO and LUMO, the calculation gives 10.886 eV. The calculation puts the energy above the lowest of the compared OMol25 structures with the same formula, charge and spin at 135.6 kJ/mol. For the LUMO energy, the calculation gives 0.0325 Ha. The value obtained for the total energy is -8293.591 eV. Its SMILES is C[C@@]1(CC#N)CN1. The maximum force comes out at 0.022 hartree/bohr.

```
15
Properties=species:S:1:pos:R:3:forces:R:3:mulliken_charge:R:1
C -0.987508 1.163559 -0.245372 -0.111 -0.153 0.031 -1.340
C -0.239263 -0.165447 -0.223096 0.263 0.400 0.181 1.144
C 1.198551 -0.098616 -0.756208 -0.036 -0.047 0.042 -0.767
C 2.030840 0.592259 0.240991 0.415 0.436 0.692 0.297
N 2.600396 1.128004 1.093566 -0.464 -0.490 -0.891 -0.432
C -0.425951 -1.057984 0.942401 0.170 -0.023 0.668 -0.649
N -0.831518 -1.487239 -0.390350 -0.448 -0.316 0.004 -0.719
H -0.504936 1.851028 0.464871 -0.143 -0.171 -0.187 0.324
H -0.997302 1.656625 -1.224962 0.137 -0.279 0.061 0.337
H -2.034286 1.040537 0.054327 0.197 -0.067 0.066 0.347
H 1.285124 0.415784 -1.721228 -0.145 -0.058 0.182 0.332
H 1.568248 -1.120169 -0.892394 -0.025 0.166 0.060 0.298
H -1.203105 -0.745362 1.645921 0.172 -0.197 -0.204 0.294
H 0.385998 -1.625910 1.399244 -0.028 0.310 -0.158 0.257
H -1.845288 -1.547066 -0.387713 0.044 0.489 -0.548 0.278
```
Positions in Å, forces in eV/Å.



[6]
C5H8N2 in the gas phase in a non-equilibrium geometry. Source: the OMol25 dataset; level of theory: wB97M-V/def2-TZVPD.

For the gap between HOMO and LUMO, the calculation gives 7.936 eV. The calculation puts the energy above the lowest of the compared OMol25 structures with the same formula, charge and spin at 297.3 kJ/mol. For the LUMO energy, the calculation gives -0.0006 Ha. The value obtained for the total energy is -8291.915 eV. Its SMILES is C=C(C)N=C=NC. The maximum force comes out at 0.148 hartree/bohr.

```
15
Properties=species:S:1:pos:R:3:forces:R:3:mulliken_charge:R:1
C 1.589596 1.252586 0.768909 -0.202 -0.072 -0.303 -0.962
C 1.434246 0.040257 0.155596 0.483 2.121 0.919 0.871
C 2.583162 -0.767826 -0.334840 2.009 1.255 0.117 -1.140
N 0.297572 -0.647031 -0.153202 -7.387 1.710 -0.197 -0.400
C -1.019265 -0.239303 -0.074080 5.380 -3.371 0.998 0.274
N -2.175668 -0.481285 0.189865 3.329 0.808 0.196 -0.219
C -3.399568 -0.005441 -0.225619 -3.292 -1.165 -0.045 -0.691
H 0.840318 1.904743 1.269199 0.064 -0.960 -0.794 0.256
H 2.552135 1.766446 0.707052 -0.007 -0.621 0.269 0.238
H 2.342736 -1.805752 -0.285082 -0.026 -0.738 0.200 0.360
H 2.792734 -0.535826 -1.384705 -0.103 -0.058 0.022 0.244
H 3.525231 -0.527426 0.237681 -0.990 -0.417 -0.540 0.314
H -4.184393 -0.479533 0.409172 0.484 0.632 0.114 0.253
H -3.654513 -0.560417 -1.155395 0.156 1.388 -0.222 0.311
H -3.524319 1.085802 -0.124551 0.101 -0.514 -0.732 0.290
```
Positions in Å, forces in eV/Å.



[7]
C5H8N2 in the gas phase in a non-equilibrium geometry. Source: the OMol25 dataset; level of theory: wB97M-V/def2-TZVPD.

For the gap between HOMO and LUMO, the calculation gives 9.581 eV. The calculation puts the energy above the lowest of the compared OMol25 structures with the same formula, charge and spin at 285.1 kJ/mol. For the LUMO energy, the calculation gives 0.0347 Ha. The value obtained for the total energy is -8292.042 eV. Its SMILES is N#C[C@H](N)C1CC1. The maximum force comes out at 0.034 hartree/bohr.

```
15
Properties=species:S:1:pos:R:3:forces:R:3:mulliken_charge:R:1
N 2.569069 2.354050 0.070880 -1.037 -0.646 0.178 -0.446
C 1.693294 1.621335 0.267262 0.583 0.665 -0.149 0.029
C 0.711604 0.533347 0.526118 0.160 -0.451 0.213 0.359
N 1.295096 -0.747866 0.172083 1.358 -0.019 0.400 -0.574
C -0.539707 0.555357 -0.328486 0.300 -1.643 -0.468 -0.405
C -1.862358 -0.002248 0.057491 -0.859 0.197 0.080 -0.610
C -0.975086 -1.055190 -0.433492 -0.350 0.586 -0.541 -0.431
H 0.494878 0.542488 1.600560 -0.029 -0.009 -0.087 0.301
H 1.979990 -1.147764 0.777365 0.865 0.278 0.212 0.183
H 1.539359 -0.759628 -0.810268 0.240 -0.183 0.272 0.240
H -0.484585 1.200894 -1.221036 -0.090 -0.783 0.316 0.366
H -2.115562 -0.052002 1.108876 -0.224 0.081 -0.023 0.239
H -2.649406 0.256579 -0.627151 -0.505 0.495 0.219 0.263
H -0.960618 -1.445620 -1.440624 -0.694 0.199 -0.160 0.298
H -0.695968 -1.853728 0.280417 0.280 1.235 -0.463 0.189
```
Positions in Å, forces in eV/Å.



[8]
C5H8N2 in the gas phase. Source: the OMol25 dataset; level of theory: wB97M-V/def2-TZVPD.

For the gap between HOMO and LUMO, the calculation gives 8.897 eV. The calculation puts the energy above the lowest of the compared OMol25 structures with the same formula, charge and spin at 58.3 kJ/mol. For the LUMO energy, the calculation gives 0.0383 Ha. The value obtained for the total energy is -8294.392 eV. Its SMILES is Cc1c[nH]c(N)c1. The maximum force comes out at 0.007 hartree/bohr.

```
15
Properties=species:S:1:pos:R:3:forces:R:3:mulliken_charge:R:1
C -2.261774 -0.345415 -0.170342 -0.194 0.026 0.022 -1.187
C -0.951776 0.272358 0.217601 0.094 -0.058 -0.218 0.705
C -0.354077 1.430357 -0.225849 -0.118 -0.073 -0.053 -0.764
N 1.010080 1.237543 -0.190811 0.147 -0.095 0.001 0.026
C 1.284052 -0.025782 0.265186 -0.167 0.067 -0.011 -0.033
N 2.554477 -0.614465 0.054766 0.100 -0.103 0.193 -0.593
C 0.094311 -0.602610 0.612962 0.120 -0.144 -0.141 -0.612
H -2.041269 -0.891130 -1.097696 -0.318 0.052 0.109 0.251
H -2.582663 -1.097130 0.557864 -0.080 0.229 -0.010 0.304
H -3.080428 0.342705 -0.383845 0.078 0.073 0.171 0.354
H -0.769467 2.365097 -0.581503 0.027 -0.259 -0.044 0.392
H 1.702074 1.838290 -0.608207 -0.075 -0.037 0.145 0.238
H 3.050745 -0.807736 0.915789 0.036 0.132 0.040 0.265
H 2.390986 -1.509987 -0.396911 0.250 0.158 0.039 0.271
H -0.045268 -1.592093 1.030998 0.101 0.034 -0.241 0.384
```
Positions in Å, forces in eV/Å.